1.
The following is a quantum chemistry calculation of 2 unconnected molecules or ions with the total composition C9H14, from OMol25.

Spin multiplicity ... 1
E_LUMO ... 1.03 eV
Largest force on an atom ... 0.7 eV/Å
HOMO-LUMO gap ... 10.10 eV
Highest occupied orbital energy ... -9.073 eV

Last column: natural (NBO) charge in e.
Geometry (Å):
C (-0.26, -2.81, 2.67)  -0.629
C (-0.01, -1.43, 2.09)  0.000
C (0.85, -1.29, 1.02)  -0.229
C (1.05, -0.04, 0.46)  -0.191
C (0.43, 1.09, 0.98)  -0.230
C (-0.43, 0.95, 2.05)  -0.200
C (-0.67, -0.31, 2.58)  -0.222
H (0.06, -3.59, 1.98)  0.214
H (-1.32, -2.96, 2.89)  0.217
H (0.30, -2.92, 3.59)  0.219
H (1.35, -2.15, 0.59)  0.210
H (1.74, 0.13, -0.37)  0.207
H (0.59, 2.06, 0.52)  0.213
H (-0.90, 1.83, 2.47)  0.211
H (-1.36, -0.42, 3.41)  0.208
C (0.34, 1.89, -2.97)  -0.602
C (-0.68, 1.09, -3.79)  -0.602
H (1.00, 2.50, -3.58)  0.201
H (-0.18, 2.59, -2.31)  0.199
H (0.89, 1.17, -2.36)  0.200
H (-1.24, 1.74, -4.46)  0.201
H (-1.37, 0.60, -3.10)  0.203
H (-0.19, 0.31, -4.36)  0.200

2.
The following is a quantum chemistry calculation of 2 unconnected molecules or ions with the total composition C4H6IN2OS, from OMol25.

Total charge ... +1
Spin multiplicity ... 1
E_LUMO (spin up / spin down) ... -4.58 / -8.07 eV
Largest force on an atom ... 6.4 eV/Å
HOMO-LUMO gap (spin up / spin down) ... 9.03 / 4.05 eV
Highest occupied orbital energy (spin up / spin down) ... -13.609 / -12.126 eV

Last column: natural (NBO) charge in e.
Geometry (Å):
C (-3.21, -1.92, -0.58)  0.042
C (-2.23, -1.01, -0.64)  0.134
C (-2.66, -1.25, 1.55)  0.290
C (2.66, 1.41, -0.88)  -0.871
N (-1.88, -0.61, 0.67)  -0.613
N (-3.50, -2.01, 0.75)  -0.520
O (0.43, 0.83, 0.52)  -0.911
S (1.46, 1.87, 0.36)  1.035
I (-1.29, -0.07, -2.37)  0.423
H (-3.76, -2.40, -1.30)  0.262
H (3.55, 1.93, -0.46)  0.263
H (2.26, 1.98, -1.88)  0.251
H (2.72, 0.29, -1.03)  0.266
H (-1.09, 0.02, 0.74)  0.488
H (-4.07, -2.72, 1.24)  0.462

3.
The following is a quantum chemistry calculation of 2 unconnected molecules or ions with the total composition H4OS2, from OMol25.

Spin multiplicity ... 1
E_LUMO ... 0.20 eV
Largest force on an atom ... 1.2 eV/Å
HOMO-LUMO gap ... 9.52 eV
Highest occupied orbital energy ... -9.321 eV

Last column: natural (NBO) charge in e.
Geometry (Å):
S (-0.58, -0.06, 0.85)  -0.138
S (-0.94, 1.92, 1.20)  -0.125
H (0.34, 0.16, -0.12)  0.116
H (-2.25, 1.92, 0.88)  0.133
O (1.13, -1.50, -1.29)  -0.915
H (0.76, -1.81, -0.43)  0.467
H (1.55, -0.64, -1.09)  0.461

4.
The following is a quantum chemistry calculation of 2 unconnected molecules or ions with the total composition C3H8O2S, from OMol25.

Spin multiplicity ... 1
E_LUMO ... 0.50 eV
Largest force on an atom ... 1.6 eV/Å
HOMO-LUMO gap ... 9.94 eV
Highest occupied orbital energy ... -9.444 eV

Last column: natural (NBO) charge in e.
Geometry (Å):
O (-1.23, -0.26, 2.82)  -0.500
C (-1.52, -1.10, 2.03)  0.456
C (-0.63, -1.51, 0.82)  -0.533
C (-0.19, -0.31, 0.00)  -0.480
S (1.63, -0.38, -0.49)  -0.063
H (-2.48, -1.65, 2.08)  0.107
H (0.19, -2.19, 1.05)  0.246
H (-1.38, -2.09, 0.27)  0.211
H (-0.14, 0.58, 0.62)  0.232
H (-0.77, -0.24, -0.91)  0.222
H (1.53, 0.68, -1.28)  0.099
O (1.68, 3.15, -2.52)  -0.933
H (1.11, 2.94, -1.75)  0.470
H (2.17, 2.38, -2.74)  0.468

no.,total energy (eV)
1,-9560.054
2,-28197.319
3,-23782.308
4,-18169.859